1) A 2-piece molecular cluster, C6H16O overall, computed with ωB97M-V with the def2-TZVPD basis set.

SMILES string: CCCCCC.O

Geometry as XYZ:
```
23
C6H16O, DFT ωB97M-V with the def2-TZVPD basis set
C 1.285 0.036 2.836
C 0.004 0.402 2.089
C -0.121 -0.380 0.793
C -1.328 -0.009 -0.082
C -1.252 1.417 -0.665
C 0.137 2.018 -0.801
H 2.103 0.471 2.271
H 1.321 0.570 3.794
H 1.440 -1.018 3.039
H -0.802 0.023 2.712
H -0.134 1.472 2.011
H 0.826 -0.337 0.235
H -0.177 -1.457 0.955
H -2.169 -0.062 0.619
H -1.434 -0.724 -0.899
H -1.758 1.392 -1.633
H -1.868 2.098 -0.078
H 0.449 2.548 0.076
H 0.244 2.679 -1.654
H 0.900 1.277 -0.942
O 0.631 -4.464 -4.782
H 1.566 -4.262 -4.813
H 0.137 -3.692 -5.083
```


2) A 3-piece molecular cluster, C6H16O overall, computed with ωB97M-V with the def2-TZVPD basis set.

Geometry as XYZ:
```
23
C6H16O, DFT ωB97M-V with the def2-TZVPD basis set
C -1.589 0.006 -0.295
C 0.794 1.942 -0.851
C -1.019 -1.273 -0.399
C -2.101 0.777 -1.453
O 0.102 1.296 0.194
H -1.942 0.327 0.675
H 1.824 1.568 -0.940
H 0.316 1.801 -1.829
H 0.828 3.015 -0.646
H 0.209 -1.081 0.021
H -2.041 1.850 -1.274
H -1.580 0.523 -2.377
H -1.316 -1.990 0.363
H -0.955 -1.702 -1.396
H -3.158 0.520 -1.590
C 1.303 -1.214 2.177
C 1.597 -0.879 0.717
H 0.514 -1.970 2.257
H 0.953 -0.329 2.715
H 2.174 -1.604 2.713
H 1.960 -1.757 0.175
H 2.424 -0.161 0.646
H 0.704 0.335 0.397
```


Most stable structure, least stable structure: 1), 2).


1) One molecule with the formula CH3NO, computed with ωB97M-V with the def2-TZVPD basis set.

SMILES string: C1NO1

Geometry as XYZ:
```
6
CH3NO, DFT ωB97M-V with the def2-TZVPD basis set
C -0.252 0.379 -0.210
N 0.522 -0.783 -0.148
O 1.070 0.514 0.141
H -0.695 0.565 -1.139
H -0.854 0.552 0.591
H 0.210 -1.227 0.766
```


2) One molecule with the formula CH3NO, computed with ωB97M-V with the def2-TZVPD basis set.

SMILES string: NC=O

Geometry as XYZ:
```
6
CH3NO, DFT ωB97M-V with the def2-TZVPD basis set
N 0.587 -0.416 0.101
C -0.369 0.466 -0.086
O -1.656 -0.125 0.067
H 1.550 -0.098 0.301
H 0.235 -1.403 -0.016
H -0.347 1.576 -0.366
```


3) One molecule with the formula CH3NO, computed with ωB97M-V with the def2-TZVPD basis set.

SMILES string: C=NO

Geometry as XYZ:
```
6
CH3NO, DFT ωB97M-V with the def2-TZVPD basis set
C 0.182 -0.421 -0.557
N 0.812 0.166 0.430
O -0.020 0.927 1.225
H -0.895 -0.372 -0.715
H 0.772 -1.220 -1.120
H -0.850 0.920 0.737
```


Most stable structure, least stable structure: 2), 1).


1) An isolated ion of composition C5H10NO and charge +1, computed with ωB97M-V with the def2-TZVPD basis set.

charge: +1

Geometry as XYZ:
```
17
C5H10NO, DFT ωB97M-V with the def2-TZVPD basis set
C -1.123 -2.120 -0.248
C -0.648 -0.957 0.116
C 1.302 0.015 -0.467
C -1.083 1.465 -0.177
C -1.533 0.180 0.436
N 2.741 0.313 0.051
O 0.680 -0.750 0.331
H -2.170 -2.239 -0.391
H -0.391 -3.009 -0.412
H -0.012 1.391 -0.525
H -1.055 2.309 0.528
H -1.872 1.714 -1.009
H -2.477 0.103 -0.059
H -1.613 0.342 1.517
H 3.049 0.267 1.124
H 3.064 1.293 -0.156
H 3.140 -0.315 -0.658
```


2) An isolated ion of composition C5H10NO and charge +1, computed with ωB97M-V with the def2-TZVPD basis set.

charge: +1
SMILES string: C[C@@H]1C[C@H]([NH3+])C1=O

Geometry as XYZ:
```
17
C5H10NO, DFT ωB97M-V with the def2-TZVPD basis set
C -2.265 -0.026 -0.400
C -1.096 -0.212 0.552
C 0.118 0.668 0.586
C 1.165 -0.505 0.524
N 2.252 -0.396 -0.353
C -0.236 -1.451 0.153
O -0.230 -2.568 -0.139
H -1.800 0.355 -1.316
H -3.167 0.585 -0.009
H -2.665 -0.993 -0.694
H -1.524 -0.380 1.551
H -0.026 1.244 -0.352
H 0.272 1.526 1.301
H 1.277 -0.803 1.624
H 1.952 0.049 -1.171
H 2.583 -1.263 -0.700
H 3.046 -0.063 0.169
```


Most stable structure, least stable structure: 2), 1).